(1)
# C19H36BN3O7P

The ion C19H36BN3O7P with charge +1 at a distorted geometry (ωB97M-V with the def2-TZVPD basis set, the Open Molecules 2025 dataset).

Summary:
* spin multiplicity: 1
* E: -1802.41394 hartree
* structure (SMILES): CCOCCO[n+]1cc(B(O)N(C)C)c(C(=O)OCNC)c(P(C)O)c1CCCCO
* charge: +1
* frontier orbital gap: 7.3 eV
* max |F|: 2.19 eV/A
* HOMO energy: -11.391 eV

Cartesian coordinates (Å):
C (-1.4712, -5.3436, 0.7299)
C (-2.8781, -4.8202, 1.1193)
O (-2.8163, -3.9906, 2.2808)
C (-3.1744, -2.6593, 2.0328)
C (-2.0604, -1.9029, 1.3104)
O (-2.6578, -0.8563, 0.4985)
N (-1.6832, 0.0029, 0.0507)
C (-0.9526, -0.4367, -0.9752)
C (0.0082, 0.3237, -1.5185)
B (0.8180, -0.2333, -2.7971)
O (2.0000, -0.9325, -2.6509)
N (0.2555, 0.0894, -4.0875)
C (-0.5222, -1.0181, -4.6617)
C (1.2415, 0.6580, -5.0275)
C (0.2456, 1.5863, -0.9639)
C (1.3386, 2.4464, -1.5537)
O (1.1696, 3.0501, -2.5934)
O (2.5341, 2.5306, -0.8805)
C (3.5309, 1.5759, -1.2649)
N (3.8776, 0.7703, -0.1182)
C (4.6743, -0.3972, -0.4761)
C (-0.5351, 2.0254, 0.0900)
P (-0.4106, 3.7229, 0.8904)
C (1.3286, 4.3133, 0.8619)
O (-1.2322, 4.6971, -0.1802)
C (-1.5245, 1.1988, 0.6026)
C (-2.4492, 1.6016, 1.7236)
C (-2.0561, 1.0398, 3.1063)
C (-0.6414, 1.4316, 3.6112)
C (0.2939, 0.2201, 3.5768)
O (1.3643, 0.4667, 4.4763)
H (-1.3942, -6.4224, 0.8227)
H (-1.2522, -5.0208, -0.2906)
H (-0.7385, -4.8564, 1.3746)
H (-3.5385, -5.6703, 1.2923)
H (-3.2846, -4.2542, 0.2762)
H (-3.4027, -2.2223, 3.0052)
H (-4.0734, -2.5798, 1.4077)
H (-1.4782, -2.6051, 0.7052)
H (-1.3490, -1.4359, 1.9912)
H (-1.1577, -1.4136, -1.3870)
H (1.8674, -1.8472, -2.3769)
H (-1.1803, -1.4218, -3.8818)
H (0.0898, -1.8254, -5.0772)
H (-1.1909, -0.6152, -5.4237)
H (2.2739, 0.5724, -4.6772)
H (1.0512, 1.7341, -5.0922)
H (1.1343, 0.2750, -6.0409)
H (3.2766, 0.9997, -2.1647)
H (4.4240, 2.1541, -1.5190)
H (3.0505, 0.5214, 0.4095)
H (5.1198, -0.8671, 0.3997)
H (4.0340, -1.1618, -0.9354)
H (5.4725, -0.1517, -1.1754)
H (1.3654, 5.1765, 1.5244)
H (1.5852, 4.6617, -0.1464)
H (2.0546, 3.5519, 1.1321)
H (-0.5708, 5.2926, -0.5634)
H (-2.5984, 2.6745, 1.7472)
H (-3.4223, 1.1659, 1.4779)
H (-2.7745, 1.4436, 3.8214)
H (-2.1732, -0.0392, 3.1692)
H (-0.2282, 2.3078, 3.1168)
H (-0.7406, 1.6941, 4.6661)
H (0.6373, 0.0641, 2.5399)
H (-0.2507, -0.6558, 3.9483)
H (1.7474, -0.3834, 4.7120)

=====

(2)
# C19H36Br2InN2O3

A structure of composition C19H36Br2InN2O3 (ωB97M-V with the def2-TZVPD basis set, the Open Molecules 2025 dataset).

Summary:
* spin multiplicity: 1
* E: -6418.89189 hartree
* charge: -1
* frontier orbital gap: 6.7 eV
* max |F|: 0.36 eV/A
* HOMO energy: -4.538 eV

Cartesian coordinates (Å):
C (8.5862, -2.2670, 0.3369)
C (7.9893, -0.9334, -0.0928)
C (7.7374, 0.0258, 1.0725)
C (6.7218, 1.1341, 0.7935)
N (5.3811, 0.6535, 0.4907)
In (4.1727, 1.8900, -0.7280)
C (2.1320, 1.6464, 0.1093)
O (1.0669, 2.3154, -0.6054)
C (-0.0638, 1.5217, -0.8032)
C (-0.8630, 1.2702, 0.4880)
O (-2.2658, 1.4194, 0.2860)
C (-2.9512, 0.2058, 0.0932)
C (-4.4087, 0.5712, -0.1519)
O (-5.2921, -0.5310, -0.0952)
C (-4.9676, -1.6031, -0.9644)
C (-6.2342, -2.3841, -1.2561)
C (4.3111, 1.2805, -2.9155)
Br (5.2382, -0.4564, -3.0129)
C (2.9912, 1.2342, -3.5982)
C (2.2429, 2.5687, -3.4703)
Br (3.0936, 0.7842, -5.5905)
H (8.6478, -2.9669, -0.5006)
H (9.5949, -2.1461, 0.7459)
H (7.9726, -2.7290, 1.1174)
H (8.6683, -0.4474, -0.8051)
H (7.0611, -1.1015, -0.6474)
H (7.4058, -0.5425, 1.9535)
H (8.6899, 0.4999, 1.3472)
H (6.6748, 1.7550, 1.7005)
H (7.1478, 1.7948, 0.0134)
H (5.4435, -0.2808, 0.1031)
H (4.7842, 3.5424, -0.6120)
H (2.1729, 2.0366, 1.1359)
H (1.8862, 0.5778, 0.1958)
H (-0.7262, 2.0530, -1.4954)
H (0.2249, 0.5637, -1.2696)
H (-0.6659, 0.2762, 0.9072)
H (-0.5606, 2.0170, 1.2276)
H (-2.5279, -0.3500, -0.7560)
H (-2.8789, -0.4362, 0.9856)
H (-4.7193, 1.2595, 0.6358)
H (-4.5114, 1.0839, -1.1192)
H (-4.5326, -1.2110, -1.8948)
H (-4.2159, -2.2490, -0.4933)
H (-6.0752, -3.0631, -2.0974)
H (-7.0417, -1.6967, -1.5158)
H (-6.5486, -2.9747, -0.3930)
H (4.9793, 1.9710, -3.4351)
H (2.3933, 0.3954, -3.2479)
H (1.2178, 2.4165, -3.1240)
H (2.2113, 3.0935, -4.4241)
H (2.7352, 3.2137, -2.7367)
N (-6.7215, -2.2301, 3.6710)
C (-7.6673, -2.2878, 4.6048)
C (-8.9129, -1.6907, 4.4769)
C (-9.1928, -0.9931, 3.3124)
C (-8.2168, -0.9242, 2.3326)
C (-7.0003, -1.5550, 2.5562)
H (-7.4158, -2.8406, 5.5039)
H (-9.6411, -1.7724, 5.2727)
H (-10.1524, -0.5113, 3.1736)
H (-8.3799, -0.3891, 1.4067)
H (-6.2246, -1.5069, 1.8018)

=====

(3)
# C19H36ClNO9PS2

A cluster of 2 separate species, C19H36ClNO9PS2 in total at a distorted geometry (ωB97M-V with the def2-TZVPD basis set, the Open Molecules 2025 dataset).

Summary:
* spin multiplicity: 2
* E: -3074.88993 hartree
* frontier orbital gap (alpha / beta): 6.2 / 6.2 eV
* max |F|: 10.02 eV/A
* expectation value of S²: 0.75
* HOMO energy (alpha / beta): -9.285 / -9.287 eV

Cartesian coordinates (Å):
C (3.5702, 0.2269, 2.0857)
C (2.0215, 0.1575, 1.5314)
C (1.0481, 1.1823, 2.4264)
O (0.2809, 2.0043, 1.4697)
C (-1.0790, 2.3179, 2.0171)
O (-1.3007, 2.8112, 3.2380)
C (-2.3572, 2.0723, 0.9977)
S (-4.0314, 2.4540, 1.7453)
C (-4.8471, 0.9392, 2.4860)
Cl (-5.9358, 1.5754, 3.8947)
C (-3.8161, -0.1611, 3.1311)
C (-3.5281, -1.4566, 2.1689)
C (-4.3845, -2.7230, 2.7608)
C (-1.9195, -1.8531, 2.3880)
N (-3.6908, -1.2064, 0.6863)
O (-3.4473, -2.3068, -0.0576)
C (-5.0758, -0.7260, 0.3148)
C (-6.0641, -1.9683, -0.1874)
C (-4.9697, 0.2896, -1.0088)
C (-5.8542, 0.1272, 1.4780)
O (1.3922, -1.1686, 1.6256)
C (1.9829, -2.1395, 0.6917)
O (1.8770, -3.4546, 1.0238)
C (2.7096, -1.8087, -0.7400)
S (1.3411, -1.3059, -1.9625)
H (4.0782, -0.8368, 2.2226)
H (4.2523, 0.7882, 1.2842)
H (3.6792, 0.8827, 3.0772)
H (2.0325, 0.6219, 0.4489)
H (0.3459, 0.5383, 3.1354)
H (1.7274, 1.8750, 3.0808)
H (-2.2224, 2.8128, 0.0730)
H (-2.2347, 0.9927, 0.5632)
H (-2.8647, 0.4200, 3.4862)
H (-4.3543, -0.5875, 4.1075)
H (-4.5056, -3.5777, 1.9669)
H (-3.8441, -3.2173, 3.7034)
H (-5.4475, -2.3800, 3.1709)
H (-1.8307, -2.9353, 2.8841)
H (-1.3149, -1.8715, 1.3833)
H (-1.3653, -1.1217, 3.1150)
H (-7.1696, -1.5648, -0.2646)
H (-5.7484, -2.2892, -1.2888)
H (-6.0218, -2.9086, 0.5089)
H (-3.9117, 0.2653, -1.5177)
H (-5.2290, 1.4179, -0.7180)
H (-5.8025, -0.0112, -1.8085)
H (-6.6564, 0.8235, 0.9337)
H (-6.4428, -0.6659, 2.1466)
H (3.4561, -0.9156, -0.6155)
H (3.2221, -2.7662, -1.2153)
H (1.1336, 0.0847, -1.9153)
C (4.1067, 2.9284, -2.5982)
O (4.6666, 1.6330, -2.7310)
P (6.2602, 1.6082, -3.4039)
O (5.6392, 1.9694, -4.7624)
O (6.3281, -0.0301, -3.2504)
C (5.2091, -0.8207, -3.6008)
O (7.8538, 1.5834, -4.0768)
C (8.0505, 1.6669, -5.4757)
H (3.3030, 2.8861, -1.8612)
H (4.8666, 3.6388, -2.2584)
H (3.6904, 3.2535, -3.5559)
H (4.6292, -0.3762, -4.4137)
H (4.5725, -0.9596, -2.7231)
H (5.5644, -1.8028, -3.9249)
H (7.7721, 2.6615, -5.8376)
H (7.4899, 0.8877, -5.9980)
H (9.1145, 1.5198, -5.6808)